[1]
ORCA calculation (ωB97M-V with the def2-TZVPD basis set) on the molecule C5H10N2O in a non-equilibrium geometry.

Output
**Structure (SMILES)**: [H]/N=[N+]([O-])/C=C(/C)CC
**Highest occupied orbital energy**: -9.59 eV

Cartesian coordinates (Å):
O (1.906, 0.160, -1.582)
N (0.472, -0.427, -3.205)
N (0.702, 0.036, -2.077)
C (-0.377, 0.425, -1.251)
C (0.453, -0.804, 0.781)
C (-0.541, 0.063, 0.018)
C (0.927, 0.015, 1.942)
C (-1.774, 0.560, 0.612)
H (-2.385, 1.065, -0.231)
H (-1.118, 0.988, -1.763)
H (-2.382, -0.298, 0.976)
H (1.626, -0.607, 2.620)
H (1.411, -1.015, 0.113)
H (1.524, 0.885, 1.595)
H (-0.024, -1.841, 1.065)
H (-1.757, 1.149, 1.577)
H (0.032, 0.318, 2.472)
H (1.306, -0.673, -3.663)

Cartesian forces, eV/Å:
O -2.2 0.0 -0.9
N -2.7 0.4 0.3
N 4.0 -0.4 0.6
C -0.3 -0.1 0.4
C 1.1 -1.7 -1.8
C 1.6 -0.6 -0.8
C 1.6 -0.9 1.4
C -2.9 0.3 0.7
H 0.8 -0.5 1.9
H -0.3 0.3 -0.5
H 0.2 0.2 -0.5
H -1.2 1.0 -0.9
H -2.3 0.2 1.2
H -0.6 -0.4 0.2
H 0.7 2.1 -0.3
H 0.5 -0.1 -1.4
H 0.3 0.4 0.7
H 1.7 -0.2 -0.4

---

[2]
ORCA calculation (ωB97M-V with the def2-TZVPD basis set) on the ion C5H11OS with charge -1 in a non-equilibrium geometry.

Output
**Structure (SMILES)**: CSCCCC[O-]
**Highest occupied orbital energy**: -2.56 eV
**Total charge**: -1

Cartesian coordinates (Å):
S (2.512, -0.835, -0.013)
O (-2.551, 1.540, -0.702)
C (1.434, 0.390, 0.980)
C (1.765, -1.027, -1.526)
C (0.039, 0.897, 0.616)
C (-0.978, -0.175, 0.422)
C (-2.512, 0.386, -0.043)
H (2.452, -0.633, -2.362)
H (1.357, -0.017, 2.037)
H (0.152, 1.490, -0.402)
H (0.816, -0.495, -1.627)
H (-3.234, 0.388, 1.035)
H (-2.917, -0.543, -0.511)
H (-0.618, -0.786, -0.323)
H (-0.357, 1.386, 1.599)
H (-1.244, -0.835, 1.319)
H (1.616, -2.223, -1.581)
H (2.268, 1.092, 1.084)

Cartesian forces, eV/Å:
S 0.1 0.9 3.0
O 0.2 -1.3 0.3
C 1.4 -0.8 1.9
C -0.3 -2.4 -3.2
C 0.4 1.0 -0.1
C -3.2 0.3 1.5
C 0.1 0.7 1.8
H -1.1 -0.9 1.0
H 0.2 -0.2 -1.3
H -0.9 -0.5 2.4
H 0.1 -0.3 0.0
H 1.6 0.0 -1.6
H -0.1 0.1 -0.4
H 0.4 -1.8 -1.9
H 1.0 0.5 -2.1
H 0.9 0.9 -0.8
H 0.0 2.8 -0.8
H -0.9 0.9 0.0

---

[3]
ORCA calculation (ωB97M-V with the def2-TZVPD basis set) on the molecule C3H5ClO in a non-equilibrium geometry.

Output
**Structure (SMILES)**: O[C@@H]1C[C@H]1Cl
**Highest occupied orbital energy**: -9.59 eV

Cartesian coordinates (Å):
Cl (-2.410, -0.548, -0.112)
O (1.574, -1.022, -0.063)
C (-0.012, 1.022, -0.120)
C (0.389, -0.420, -0.516)
C (-0.758, -0.113, 0.350)
H (0.680, 1.438, 0.598)
H (-0.492, 1.578, -0.894)
H (0.048, -0.684, -1.467)
H (1.592, -0.776, 0.828)
H (-0.611, -0.475, 1.396)

Cartesian forces, eV/Å:
Cl 0.2 0.4 -0.2
O -1.1 -0.1 -2.1
C 1.2 -0.3 -0.6
C -0.3 1.2 0.3
C -0.7 -2.9 2.9
H -0.3 0.7 -0.1
H 0.2 0.8 -0.2
H 0.3 -0.6 -1.5
H 0.6 0.3 2.3
H -0.2 0.7 -0.7

---

[4]
ORCA calculation (ωB97M-V with the def2-TZVPD basis set) on the molecule C2H4N4 in a non-equilibrium geometry.

Output
**Structure (SMILES)**: Nn1ccnn1
**Highest occupied orbital energy**: -9.46 eV

Cartesian coordinates (Å):
N (0.276, -1.229, -0.209)
N (1.569, -1.111, 0.037)
N (-1.891, -0.170, 0.078)
N (-0.478, -0.186, -0.229)
C (1.694, 0.330, 0.024)
C (0.341, 0.946, -0.120)
H (2.759, 0.718, 0.262)
H (-2.240, -0.609, -0.621)
H (-2.140, -0.606, 1.032)
H (0.110, 1.917, -0.254)

Cartesian forces, eV/Å:
N -0.3 -5.4 1.4
N -3.2 5.1 -1.6
N 4.0 2.8 6.0
N 1.8 3.6 1.2
C -1.2 0.0 0.6
C 4.8 -5.6 0.8
H -2.4 -0.2 -0.7
H -3.6 -3.9 -5.5
H 1.1 0.7 -2.2
H -1.2 2.8 -0.1

---

[5]
ORCA calculation (ωB97M-V with the def2-TZVPD basis set) on the molecule C15H18N4O3 in a non-equilibrium geometry.

Output
**Structure (SMILES)**: N[C@@H](Cc1ccccc1)C(=O)N[C@@H](Cc1c[nH]cn1)C(=O)O
**Highest occupied orbital energy**: -9.10 eV

Cartesian coordinates (Å):
O (-1.959, -1.289, -1.740)
O (-1.501, 1.916, -1.663)
O (-1.212, -1.009, -3.930)
N (-1.545, 3.547, 0.720)
N (2.874, 0.573, -2.305)
N (4.347, 0.234, -0.704)
N (-0.138, 0.411, -0.751)
C (3.958, 1.005, -1.715)
C (-1.658, 0.065, 1.996)
C (-1.486, -2.282, 1.427)
C (-2.155, -1.036, 1.322)
C (3.467, -0.830, -0.599)
C (-0.566, -2.510, 2.398)
C (0.085, -0.189, -2.081)
C (-2.165, 1.382, 1.636)
C (-0.747, -0.121, 3.058)
C (-1.127, -0.838, -2.715)
C (-1.138, 2.132, 0.790)
C (-0.141, -1.386, 3.208)
C (2.516, -0.509, -1.542)
C (1.187, -1.195, -1.895)
C (-0.950, 1.530, -0.618)
H (-2.380, 2.112, 2.438)
H (3.576, -1.571, 0.207)
H (-2.900, -0.876, 0.534)
H (-0.121, -3.517, 2.562)
H (-0.445, 0.703, 3.665)
H (1.282, -1.749, -2.839)
H (-0.156, 2.023, 1.242)
H (4.581, 1.788, -2.019)
H (0.881, -1.969, -1.146)
H (0.561, -1.630, 4.033)
H (0.512, 0.501, -2.808)
H (-1.828, -3.020, 0.720)
H (-2.414, 3.503, 0.162)
H (-0.953, 4.095, 0.113)
H (-2.602, -1.872, -2.202)
H (0.542, 0.056, -0.033)
H (5.001, 0.506, 0.046)
H (-3.084, 1.314, 1.028)

Cartesian forces, eV/Å:
O -0.6 -0.8 -1.7
O 0.2 0.1 2.0
O -0.5 0.0 2.8
N -0.9 -0.7 -0.5
N 0.3 0.1 0.9
N 1.2 -0.7 1.8
N 0.6 0.1 0.4
C -0.2 -0.1 -0.5
C -0.8 -1.3 1.5
C -2.0 0.8 -0.5
C 1.4 -0.3 -0.7
C -0.7 0.9 0.5
C 1.7 0.9 1.3
C 0.3 1.0 0.7
C -0.7 1.8 -0.7
C 0.8 -1.9 -1.2
C 0.7 0.1 -1.2
C 0.6 0.7 -1.2
C -1.0 -1.0 0.2
C -1.4 -1.7 -0.6
C 0.9 -1.7 0.2
C 0.0 -1.3 -2.0
H 0.1 -0.7 0.1
H -0.3 0.5 -0.7
H 0.3 -0.2 0.4
H -0.3 1.0 -0.2
H 0.2 0.5 0.3
H 0.2 0.2 0.1
H 0.2 0.3 0.4
H 0.5 1.3 -0.5
H 0.4 0.6 -0.3
H -0.5 0.6 -0.6
H -0.5 0.5 0.1
H 0.1 -0.5 0.1
H 0.3 0.3 0.5
H 0.5 -0.1 0.0
H 0.2 0.5 0.4
H -1.4 0.9 -0.7
H -0.4 -0.4 -1.1
H 0.2 -0.1 0.3

---

[6]
ORCA calculation (ωB97M-V with the def2-TZVPD basis set) on a cluster of 12 separate species, BH26O11 in total in a non-equilibrium geometry.

Output
**Highest occupied orbital energy**: -6.67 eV
**Total charge**: -1

Cartesian coordinates (Å):
O (0.078, 1.954, 3.222)
O (0.109, 3.716, -2.298)
O (-2.499, 1.284, -1.260)
O (-1.682, -3.625, 0.001)
O (-0.995, 3.667, 1.357)
O (1.392, -3.416, -0.618)
O (3.027, -2.290, 2.519)
O (-1.399, -1.707, -3.202)
O (0.270, -1.204, 2.962)
O (-1.462, 1.326, -3.735)
O (2.465, 1.526, 1.629)
B (0.292, -0.054, -0.158)
H (1.618, -2.456, -0.511)
H (-1.332, -2.379, -3.921)
H (-0.091, 3.740, 0.997)
H (-1.338, -2.950, -0.548)
H (0.325, -0.940, 2.075)
H (1.045, -3.767, 0.213)
H (-1.660, 3.725, 0.616)
H (-0.474, -1.799, 2.880)
H (3.431, -2.660, 3.272)
H (-0.760, 0.771, -3.555)
H (0.254, 4.248, -1.533)
H (2.695, 0.918, 2.284)
H (-2.105, 1.383, -2.970)
H (-3.108, 0.549, -1.371)
H (0.731, 0.558, -1.162)
H (2.145, -2.111, 2.803)
H (-2.286, -4.052, -0.593)
H (0.851, 3.108, -2.345)
H (-1.766, 0.789, -0.919)
H (-0.532, 2.267, 2.544)
H (2.171, 0.944, 0.975)
H (-0.562, -1.753, -2.749)
H (-0.504, -0.898, -0.516)
H (-0.269, 0.794, 0.541)
H (0.689, 1.465, 2.733)
H (1.236, -0.661, 0.358)

Cartesian forces, eV/Å:
O -1.7 1.2 1.5
O -0.2 -0.2 -0.8
O -1.3 0.1 -0.1
O -0.4 -0.9 1.1
O -0.8 0.5 -1.1
O 0.4 0.7 -0.4
O 0.5 0.3 -1.5
O -0.5 -1.0 -1.1
O 0.0 -1.1 1.9
O -3.2 2.3 -0.9
O 0.4 2.6 0.1
B 0.2 0.5 -0.7
H -0.5 -1.2 0.4
H 0.0 0.8 0.9
H -0.8 -0.2 0.0
H 1.0 1.5 -0.7
H 0.5 1.3 -2.5
H 0.1 0.6 -0.1
H 1.4 -0.3 0.9
H -0.4 -0.4 0.5
H 0.9 -0.7 1.3
H 1.8 -1.9 1.1
H 0.3 0.5 0.8
H 0.9 -1.3 2.0
H 1.7 -0.3 -0.8
H -0.6 0.0 -0.1
H -0.1 -0.3 0.3
H -1.5 0.5 0.2
H -0.6 -0.5 -0.3
H -0.1 -0.2 0.1
H 1.6 -0.2 0.6
H -0.1 0.2 0.1
H -1.1 -1.3 -2.3
H 0.6 0.1 0.5
H -0.3 -0.2 -0.1
H 0.3 -0.4 0.1
H 1.6 -1.2 -1.2
H -0.1 0.2 0.2

---

[7]
ORCA calculation (ωB97M-V with the def2-TZVPD basis set) on a structure of composition C3H6CdO3 in a non-equilibrium geometry.

Output
**Highest occupied orbital energy (spin up / spin down)**: -7.73 / -7.73 eV

Cartesian coordinates (Å):
Cd (-1.358, -1.602, -0.389)
O (-1.290, -1.647, 1.471)
O (-0.382, 0.229, -0.287)
O (0.588, -1.962, -0.885)
C (-0.878, 1.554, -0.376)
C (1.386, -1.145, -0.333)
C (0.839, -0.021, 0.390)
H (-1.025, 2.014, 0.609)
H (-0.118, 2.134, -0.917)
H (1.498, 0.857, 0.407)
H (-1.844, 1.443, -0.880)
H (2.474, -1.210, -0.478)
H (0.110, -0.645, 1.668)

Cartesian forces, eV/Å:
Cd -3.1 -1.7 -1.9
O 0.9 0.8 4.1
O 0.2 2.8 -0.3
O 4.2 0.2 -0.5
C 0.5 -0.1 0.4
C -1.1 -0.4 -0.4
C -0.4 -0.6 0.6
H 0.0 -0.2 -0.1
H -0.6 0.2 -0.2
H -0.2 -0.2 0.3
H 0.3 0.5 -0.1
H -0.2 -0.5 0.3
H -0.6 -0.7 -2.2

---

[8]
ORCA calculation (ωB97M-V with the def2-TZVPD basis set) on a cluster of 3 separate species, C5H10FN2 in total in a non-equilibrium geometry.

Output
**Highest occupied orbital energy**: -13.74 eV
**Total charge**: +1

Cartesian coordinates (Å):
F (2.744, -2.352, -0.942)
N (0.662, -0.741, 0.820)
N (-1.985, 3.468, 0.447)
C (0.377, 0.211, -0.003)
C (-0.223, -1.348, 1.749)
C (1.222, 0.657, -1.054)
C (-2.534, 3.334, 1.600)
C (-1.882, 2.240, 1.144)
H (-1.022, -1.961, 1.240)
H (1.224, 1.757, -1.124)
H (2.276, 0.192, -1.067)
H (0.661, 0.397, -1.973)
H (3.034, -3.138, -1.314)
H (-2.865, 3.859, 2.423)
H (-0.825, -0.609, 2.407)
H (1.626, -1.130, 0.611)
H (0.258, -2.050, 2.368)
H (-0.620, 0.703, 0.108)

Cartesian forces, eV/Å:
F -0.3 0.6 0.3
N 2.4 0.6 -2.1
N 0.0 -0.6 -0.1
C -2.1 -0.1 1.6
C -3.6 0.1 1.0
C 2.0 0.1 -1.5
C 0.9 0.0 0.1
C 0.4 -0.6 -1.2
H 0.9 0.7 0.1
H 0.3 -0.3 0.3
H -1.7 0.8 -0.1
H 0.4 -0.2 0.1
H 0.2 -0.5 -0.2
H -1.3 1.3 1.2
H 1.4 -0.9 -1.2
H -1.5 0.0 0.8
H 1.0 -0.5 0.8
H 0.7 -0.5 0.1

---

Summary of electronic energy in a.u.
-381.1286; -670.4376; -652.6820; -297.4942; -1027.1568; -868.0848; -511.0934; -405.4849
(order as listed above)
Summary of relative energy (zero: lowest compared OMol25 entry of this formula, charge and spin) in kJ/mol
411.9; 333.2; 134.7; 394.1; 100.3; 121.0; 522.4; 462.4
(order as listed above)